Entry 1:
The ion C5H6NO with charge -1. Source: OMol25; level of theory: wB97M-V/def2-TZVPD.

Geometry as XYZ:
```
13
Properties=species:S:1:pos:R:3:nbo_charge:R:1
O 3.617 -0.425 -0.104 -0.70
N 2.748 0.534 -0.044 -0.08
C -0.869 0.545 -0.083 -0.19
C 1.464 0.214 0.029 -0.03
C -0.743 -0.771 0.020 -0.21
C 0.409 1.269 0.147 -0.46
C 0.732 -1.098 0.151 -0.48
H 0.505 2.071 -0.616 0.20
H -1.356 -1.635 -0.079 0.19
H 0.336 1.621 1.211 0.18
H 0.872 -1.500 1.166 0.19
H 1.027 -1.826 -0.727 0.20
H -1.780 1.127 -0.156 0.18
```

**Gap between HOMO and LUMO**: 6.122 eV
**E_HOMO**: -2.08 eV
**E**: -8817.3496 eV
**ΔE to the lowest compared entry with this formula, charge and spin**: 0.0 kcal/mol
**Net charge**: -1
**Structure (SMILES)**: [O-]N=C1CC=CC1

Entry 2:
An isolated molecule of C16H15N3O2. Source: OMol25; level of theory: wB97M-V/def2-TZVPD.

Geometry as XYZ:
```
36
Properties=species:S:1:pos:R:3:nbo_charge:R:1
O -0.128 1.506 -0.846 -0.58
O 2.916 0.135 2.250 -0.55
N 1.610 0.776 0.473 -0.51
N -1.655 0.839 1.652 -0.60
N -4.925 -1.541 -1.291 -0.42
C 0.644 0.932 2.608 -0.52
C 2.136 -0.206 -1.687 -0.22
C 1.880 0.560 1.820 0.71
C 3.047 -0.465 -2.695 -0.20
C -0.354 1.473 1.587 -0.14
C -4.869 -2.056 -0.076 0.04
C -1.682 -0.595 1.350 -0.25
C 2.545 0.497 -0.562 0.20
C 3.857 0.932 -0.439 -0.22
C 4.359 -0.038 -2.577 -0.20
C -3.844 -1.791 0.820 -0.26
C 0.348 1.280 0.236 0.69
C -2.879 -0.397 -0.852 -0.27
C 4.761 0.657 -1.449 -0.20
C -2.819 -0.941 0.428 0.01
C -3.949 -0.731 -1.665 0.04
H -4.030 -0.333 -2.668 0.19
H 5.067 -0.246 -3.365 0.22
H -2.107 0.269 -1.210 0.24
H -3.845 -2.236 1.803 0.22
H 0.260 0.046 3.113 0.25
H 1.114 -0.539 -1.776 0.23
H -2.297 1.329 1.038 0.38
H 4.165 1.473 0.441 0.23
H -0.744 -0.921 0.879 0.19
H -1.794 -1.145 2.293 0.20
H -5.687 -2.711 0.192 0.19
H 2.730 -1.007 -3.573 0.22
H 0.906 1.657 3.379 0.25
H 5.783 0.990 -1.353 0.22
H -0.520 2.547 1.724 0.23
```

**Gap between HOMO and LUMO**: 9.969 eV
**E_HOMO**: -9.33 eV
**E**: -25401.5464 eV
**ΔE to the lowest compared entry with this formula, charge and spin**: 0.0 kcal/mol
**Net charge**: 0
**Structure (SMILES)**: O=C1C[C@H](NCc2ccncc2)C(=O)N1c1ccccc1

Entry 3:
An isolated molecule of C4H8N4O2. Source: OMol25; level of theory: wB97M-V/def2-TZVPD.

Geometry as XYZ:
```
18
Properties=species:S:1:pos:R:3:nbo_charge:R:1
O 1.917 -0.083 1.836 -0.61
O -1.463 -1.083 -3.608 -0.64
N 0.905 0.684 3.710 -0.84
N 0.158 -2.034 -2.544 -0.85
N -0.022 0.042 -0.519 -0.42
N -0.207 0.809 1.704 -0.66
C -0.431 0.875 0.345 0.29
C -0.789 -1.087 -2.555 0.64
C 0.956 0.439 2.378 0.78
C -0.452 0.233 -1.879 -0.32
H 0.594 -2.240 -1.653 0.43
H 1.642 0.313 4.290 0.41
H 0.154 1.185 4.160 0.39
H -0.999 1.085 2.270 0.39
H 0.365 0.689 -2.462 0.23
H 0.073 -2.447 -3.566 0.44
H -1.341 0.880 -1.993 0.19
H -1.060 1.741 0.084 0.14
```

**Gap between HOMO and LUMO**: 9.906 eV
**E_HOMO**: -9.49 eV
**E**: -14332.7936 eV
**ΔE to the lowest compared entry with this formula, charge and spin**: 7.1 kcal/mol
**Net charge**: 0
**Structure (SMILES)**: NC(=O)C/N=C/NC(N)=O

Entry 4:
An isolated molecule of C23H23BrN2O5S. Source: OMol25; level of theory: wB97M-V/def2-TZVPD.

Geometry as XYZ:
```
55
Properties=species:S:1:pos:R:3:nbo_charge:R:1
Br 3.608 3.565 0.610 0.08
S 4.304 -2.755 -0.237 2.16
O 4.628 -3.393 1.006 -0.94
O 5.117 -3.036 -1.387 -0.94
O 1.440 -1.107 -0.130 -0.42
O 0.413 1.475 2.056 -0.62
O -5.730 -1.298 1.037 -0.50
N -1.947 2.166 -1.143 -0.46
N 0.439 1.637 -0.192 -0.42
C 0.805 -0.509 0.912 0.16
C -4.803 0.837 0.754 -0.23
C -4.757 -0.527 0.464 0.27
C -2.841 1.246 -0.600 0.23
C 1.208 -2.626 1.486 -0.29
C 0.641 -1.413 1.929 -0.22
C -0.998 1.760 -2.147 -0.22
C 4.225 -0.978 0.020 -0.26
C -1.415 3.220 -0.297 -0.22
C -2.813 -0.115 -0.894 -0.29
C 3.887 0.877 1.487 -0.23
C 4.070 -0.483 1.301 -0.20
C 0.511 0.935 0.965 0.64
C -3.755 -0.990 -0.375 -0.28
C 4.222 -0.148 -1.085 -0.19
C -5.731 -2.677 0.767 -0.25
C -3.874 1.703 0.228 -0.25
C 2.543 -3.184 -0.662 -0.68
C 1.690 -2.388 0.228 0.27
C 3.871 1.706 0.376 -0.06
C 4.048 1.212 -0.909 -0.25
C 0.107 3.045 -0.114 -0.25
C 0.249 1.090 -1.515 -0.23
H 0.415 3.418 0.863 0.26
H -5.863 -2.879 -0.301 0.17
H -3.682 -2.034 -0.635 0.22
H 1.264 -3.550 2.023 0.24
H 0.172 -1.214 2.870 0.25
H -1.895 3.171 0.679 0.22
H -6.579 -3.084 1.316 0.20
H -2.053 -0.530 -1.538 0.20
H -1.476 1.086 -2.858 0.22
H -5.594 1.198 1.393 0.22
H 2.445 -4.252 -0.495 0.27
H -1.622 4.200 -0.746 0.19
H 2.419 -2.930 -1.710 0.25
H -3.961 2.755 0.446 0.21
H 1.138 1.285 -2.128 0.19
H -4.811 -3.158 1.116 0.17
H 4.362 -0.576 -2.065 0.24
H 3.743 1.285 2.475 0.25
H 0.109 0.013 -1.450 0.22
H 0.668 3.570 -0.891 0.20
H 4.046 1.885 -1.753 0.23
H -0.700 2.662 -2.690 0.20
H 4.088 -1.168 2.134 0.25
```

**Gap between HOMO and LUMO**: 7.716 eV
**E_HOMO**: -7.47 eV
**E**: -118318.5901 eV
**ΔE to the lowest compared entry with this formula, charge and spin**: 0.4 kcal/mol
**Net charge**: 0
**Structure (SMILES)**: COc1ccc(N2CCN(C(=O)c3ccc(CS(=O)(=O)c4ccc(Br)cc4)o3)CC2)cc1